{"formula": "C26H36IrN2O3PS6", "method": "ωB97M-V/def2-TZVPD", "elements": ["Ir", "C", "C", "N", "C", "C", "S", "C", "C", "S", "C", "N", "C", "H", "H", "H", "H", "H", "H", "H", "H", "C", "C", "S", "C", "C", "S", "H", "H", "H", "H", "H", "H", "C", "C", "O", "C", "C", "C", "C", "C", "C", "H", "H", "H", "H", "H", "H", "H", "H", "C", "C", "C", "O", "P", "S", "S", "O", "C", "C", "C", "H", "H", "H", "H", "H", "H", "H", "H", "H", "H", "H", "H", "H", "H"], "xyz": [[0.1086, 0.8922, -0.2196], [1.6341, 4.0313, -1.5369], [1.3925, 3.9584, -0.0681], [0.7273, 3.0119, 0.5287], [0.7218, 3.1650, 1.8955], [1.3725, 4.2693, 2.3401], [2.0302, 5.1216, 1.0158], [0.0616, 2.1402, 2.7127], [-0.1244, 2.1882, 4.0553], [-1.0251, 0.8278, 4.5531], [-1.0995, 0.2636, 2.9389], [-0.4688, 1.0278, 2.0929], [-1.8833, -0.9541, 2.5982], [1.7229, 3.0202, -1.9337], [2.5417, 4.5933, -1.7512], [0.7950, 4.5114, -2.0409], [1.5048, 4.6045, 3.3532], [0.1894, 2.9496, 4.7467], [-2.6259, -0.6984, 1.8416], [-2.3895, -1.3447, 3.4797], [-1.2247, -1.7147, 2.1824], [0.2188, -1.4212, -4.3085], [0.1477, -0.2444, -3.3681], [1.3995, -0.0272, -2.2795], [-0.9209, 0.6677, -3.3712], [-2.0329, 0.6130, -4.3839], [-0.9943, 1.9264, -2.2374], [0.5047, -2.3131, -3.7509], [0.9764, -1.2630, -5.0794], [-0.7295, -1.6222, -4.7989], [-1.7874, 0.0143, -5.2558], [-2.2796, 1.6206, -4.7183], [-2.9331, 0.1984, -3.9198], [-4.1877, 3.2528, -0.5640], [-3.5119, 1.9279, -0.3225], [-2.5374, 1.8499, 0.3984], [-4.0575, 0.7010, -0.9843], [-5.3178, 0.6914, -1.5723], [-5.7944, -0.4584, -2.1868], [-5.0046, -1.5986, -2.2245], [-3.7448, -1.5940, -1.6371], [-3.2749, -0.4504, -1.0151], [-3.5482, 4.0410, -0.1768], [-5.1480, 3.2842, -0.0453], [-4.3713, 3.4088, -1.6269], [-5.9372, 1.5782, -1.5536], [-6.7781, -0.4624, -2.6365], [-5.3696, -2.4905, -2.7163], [-3.1251, -2.4809, -1.6647], [-2.2861, -0.4342, -0.5733], [4.7029, -1.6677, -0.6849], [3.8760, -2.8415, -0.1962], [3.0707, -3.4926, -1.3015], [3.0243, -2.5088, 0.9322], [1.8663, -1.4304, 1.0897], [0.2191, -1.8461, 0.0554], [2.5214, 0.4309, 0.8361], [1.4491, -1.7132, 2.6090], [2.2947, -1.8778, 3.7755], [2.6829, -3.3378, 3.9116], [3.4885, -0.9446, 3.8028], [5.5728, -2.0578, -1.2162], [5.0482, -1.0547, 0.1458], [4.1346, -1.0314, -1.3621], [4.5452, -3.5857, 0.2430], [2.3678, -2.7816, -1.7347], [2.5137, -4.3505, -0.9268], [3.7511, -3.8285, -2.0863], [1.6219, -1.6092, 4.5948], [3.3559, -3.6318, 3.1082], [1.7981, -3.9718, 3.8720], [3.1821, -3.4973, 4.8688], [4.1615, -1.1367, 2.9672], [4.0372, -1.1106, 4.7313], [3.1782, 0.0977, 3.7544]], "lumo_energy_ev": [0.4, -0.8], "s2": 6.023, "homo_lumo_gap_ev": [6.564, 6.554], "homo_ev": [-6.15, -7.37], "spin_multiplicity": 5, "total_charge": 0, "de_lowest_ev": 0.000, "e_tot_ev": -113810.5595}

{"formula": "C45H41N5O5PS2Y", "method": "ωB97M-V/def2-TZVPD", "elements": ["Y", "C", "C", "C", "C", "C", "C", "C", "S", "O", "O", "N", "C", "C", "C", "C", "C", "N", "H", "H", "H", "H", "H", "H", "H", "H", "H", "H", "H", "C", "C", "C", "C", "C", "C", "P", "C", "C", "C", "C", "C", "C", "C", "C", "C", "C", "C", "C", "C", "C", "C", "C", "H", "H", "H", "H", "H", "H", "H", "H", "H", "H", "H", "H", "H", "H", "H", "H", "C", "C", "C", "C", "C", "C", "O", "N", "C", "O", "N", "C", "O", "H", "H", "H", "H", "H", "H", "H", "H", "H", "H", "H", "S", "C", "C", "N", "C", "H", "H", "H"], "xyz": [[0.4714, 0.7334, 0.9692], [-5.7320, 3.8129, -2.0999], [-4.6124, 3.7026, -1.1013], [-4.8681, 3.5703, 0.2602], [-3.8357, 3.4750, 1.1788], [-2.5223, 3.4943, 0.7317], [-2.2441, 3.6411, -0.6212], [-3.2874, 3.7490, -1.5249], [-1.1902, 3.2721, 1.8670], [0.0398, 3.4766, 1.0938], [-1.4600, 4.0998, 3.0070], [-1.0423, 1.7394, 2.2049], [-1.8674, 0.8401, 2.8545], [-2.9430, 1.1233, 3.6891], [-3.6586, 0.0551, 4.1968], [-3.2831, -1.2444, 3.8784], [-2.1694, -1.4231, 3.0769], [-1.4655, -0.4101, 2.5846], [-6.6644, 3.4219, -1.6940], [-5.4942, 3.2644, -3.0123], [-5.9032, 4.8543, -2.3794], [-5.8935, 3.5385, 0.6084], [-4.0558, 3.3868, 2.2326], [-1.2166, 3.6671, -0.9554], [-3.0727, 3.8569, -2.5821], [-3.1799, 2.1470, 3.9413], [-4.5065, 0.2352, 4.8457], [-3.8267, -2.0998, 4.2522], [-1.8163, -2.4154, 2.8197], [4.3089, -3.4496, -3.1550], [4.5200, -2.1541, -2.6964], [3.7706, -1.6630, -1.6414], [2.8141, -2.4672, -1.0208], [2.6020, -3.7591, -1.4875], [3.3490, -4.2477, -2.5535], [1.8811, -1.7295, 0.3530], [0.5586, -2.9466, 0.7067], [-0.5695, -2.9038, -0.1125], [-1.6291, -3.7732, 0.0883], [-1.5755, -4.6949, 1.1268], [-0.4653, -4.7343, 1.9583], [0.5980, -3.8629, 1.7534], [2.9869, -1.9002, 1.7962], [3.9156, -2.9049, 1.8783], [4.6910, -3.0728, 3.0441], [4.5117, -2.2299, 4.1034], [3.5755, -1.1683, 4.0419], [3.4157, -0.2703, 5.1284], [2.5499, 0.7763, 5.0268], [1.8045, 0.9731, 3.8369], [1.8796, 0.1283, 2.7471], [2.7949, -0.9755, 2.8729], [4.8895, -3.8319, -3.9845], [5.2605, -1.5235, -3.1709], [3.9191, -0.6436, -1.3019], [1.8565, -4.3902, -1.0202], [3.1787, -5.2554, -2.9100], [-0.6120, -2.1734, -0.9116], [-2.4980, -3.7251, -0.5556], [-2.4019, -5.3740, 1.2925], [-0.4237, -5.4444, 2.7744], [1.4573, -3.8953, 2.4107], [4.0555, -3.5860, 1.0462], [5.4184, -3.8728, 3.0947], [5.0978, -2.3528, 5.0072], [4.0000, -0.4264, 6.0280], [2.4354, 1.4689, 5.8524], [1.1562, 1.8467, 3.8097], [-0.2187, 3.0522, -3.9489], [-0.1005, 1.6211, -4.4541], [-0.7755, 0.5898, -3.5439], [-0.5683, -0.8313, -4.1510], [-1.5911, -1.8899, -3.7562], [-2.2644, 0.8584, -3.4748], [-2.9196, 1.1892, -4.4413], [-2.8520, 0.6309, -2.2605], [-2.1946, 0.4951, -1.0328], [-2.8595, 0.3620, -0.0264], [-0.8230, 0.5460, -1.0194], [-0.1038, 0.6040, -2.1698], [1.1237, 0.6361, -2.1081], [0.3520, 3.7375, -4.5757], [0.1638, 3.1441, -2.9299], [-1.2575, 3.3853, -3.9555], [0.9472, 1.3325, -4.5461], [-0.5631, 1.5395, -5.4381], [0.4392, -1.1470, -3.8703], [-0.5739, -0.7169, -5.2367], [-1.7009, -1.9798, -2.6744], [-1.2833, -2.8632, -4.1392], [-2.5760, -1.6643, -4.1678], [-3.8542, 0.7449, -2.1997], [3.8962, 3.8471, -0.9034], [4.6357, 2.8507, 0.2740], [3.7289, 1.9753, 0.7675], [2.4692, 2.0815, 0.2207], [2.4290, 3.0297, -0.6710], [5.6712, 2.9603, 0.5449], [3.9058, 1.2361, 1.5338], [1.5409, 3.2880, -1.2240]], "lumo_energy_ev": 0.5, "homo_lumo_gap_ev": 8.334, "homo_ev": -7.84, "total_charge": 0, "de_lowest_ev": 0.145, "e_tot_ev": -97027.1289}

{"formula": "C4H7FN2O", "method": "ωB97M-V/def2-TZVPD", "elements": ["C", "C", "C", "C", "H", "H", "H", "H", "H", "H", "H", "N", "N", "O", "F"], "xyz": [[-1.3178, 0.4931, 0.7213], [-0.1551, -0.5385, 0.7757], [-0.1020, -1.2749, -0.5309], [0.9923, 0.5832, -1.3196], [-2.3395, -0.1303, 0.9926], [-1.3272, 1.2439, -0.0310], [-0.1414, -1.0735, 1.6434], [0.6084, -2.1071, -0.3531], [-1.1192, -1.5304, -0.8019], [1.4286, 0.9637, -2.2299], [1.8376, 1.7305, 0.0464], [0.4794, -0.6162, -1.6215], [1.0687, 1.0904, -0.0766], [1.1016, 0.1156, 0.8777], [-1.0144, 1.0506, 1.9074]], "lumo_energy_ev": 0.9, "homo_lumo_gap_ev": 9.799, "smiles": "FC[C@H]1CN=CNO1", "homo_ev": -8.91, "total_charge": 0, "de_lowest_ev": 4.394, "e_tot_ev": -12002.6635}